# 1
Molecular formula: C4H4N2
Method: DFT, ωB97M-V with the def2-TZVPD basis set

The geometry in XYZ format:
```
10
C4H4N2 | the OMol25 dataset | ωB97M-V with the def2-TZVPD basis set
C -1.016 -0.566 -0.186
C 0.283 0.061 0.323
C 1.483 -0.489 -0.302
N 2.419 -0.916 -0.824
C 0.258 1.510 0.126
N 0.183 2.635 0.365
H -1.868 -0.121 0.338
H -0.998 -1.637 -0.011
H -1.115 -0.364 -1.252
H 0.372 -0.112 1.422
```

HOMO	-12.178	eV
DFT total energy	-7191.932	eV
SMILES	CC(C#N)C#N
energy above the lowest of the compared OMol25 structures with the same formula, charge and spin	17.4	kcal/mol

# 2
Molecular formula: C49H104F30N12O29S10
Method: DFT, ωB97M-V with the def2-TZVPD basis set

The geometry in XYZ format:
```
234
C49H104F30N12O29S10 | the OMol25 dataset | ωB97M-V with the def2-TZVPD basis set
C 5.342 6.544 -1.950
C 5.251 5.857 -3.275
C 3.929 5.632 -4.001
O 4.187 4.847 -5.176
C 3.032 4.290 -5.729
N 6.152 6.701 -4.220
H 5.742 7.620 -4.301
H 6.959 6.739 -3.614
H 6.333 6.294 -5.127
H 4.620 6.338 -1.159
H 5.206 7.621 -2.046
H 6.300 6.300 -1.490
H 5.699 4.865 -3.222
H 3.398 6.552 -4.244
H 3.291 5.053 -3.333
H 2.539 3.608 -5.036
H 3.324 3.724 -6.614
H 2.420 5.124 -6.075
C 4.445 2.356 1.044
C 4.583 0.960 1.766
C 4.960 -0.211 0.770
O 6.067 0.055 -0.024
C 6.839 -1.055 -0.509
N 5.747 1.129 2.735
H 6.539 1.572 2.292
H 5.485 1.440 3.660
H 5.994 0.151 2.699
H 3.531 2.162 0.482
H 5.307 2.373 0.377
H 4.250 3.295 1.563
H 3.818 0.792 2.524
H 4.157 -0.292 0.038
H 5.101 -1.157 1.293
H 7.435 -1.597 0.225
H 7.496 -0.599 -1.250
H 6.270 -1.805 -1.057
C 0.549 6.186 -1.248
C 0.375 7.688 -1.527
C 0.984 8.034 -2.905
O 0.407 7.141 -3.864
C 0.751 7.391 -5.194
N -1.067 8.044 -1.697
H -1.208 9.033 -1.845
H -1.438 7.802 -2.604
H -1.602 7.545 -1.001
H -0.359 5.714 -1.624
H 0.559 6.038 -0.168
H 1.408 5.751 -1.759
H 0.688 8.240 -0.641
H 2.063 7.906 -2.822
H 0.949 9.043 -3.316
H 0.427 8.328 -5.647
H 0.316 6.531 -5.704
H 1.805 7.261 -5.441
C 5.035 -4.453 8.073
C 3.790 -4.920 7.366
C 3.682 -4.432 5.912
N 2.371 -4.898 5.155
C 1.100 -4.304 5.900
C -0.219 -4.674 5.104
C -0.110 -4.161 3.676
C 1.144 -4.704 2.959
C 2.477 -4.456 3.693
C 2.127 -6.470 5.126
H 5.022 -4.525 9.161
H 5.236 -3.385 7.991
H 5.959 -4.973 7.817
H 2.991 -4.416 7.909
H 3.794 -5.994 7.552
H 4.576 -4.648 5.326
H 3.559 -3.350 5.887
H 1.313 -3.237 5.975
H 1.111 -4.730 6.903
H -1.153 -4.259 5.480
H -0.530 -5.718 5.058
H 0.002 -3.077 3.676
H -0.978 -4.479 3.100
H 1.200 -4.155 2.019
H 1.068 -5.750 2.664
H 2.704 -3.391 3.720
H 3.246 -4.919 3.074
H 1.907 -6.878 6.113
H 3.048 -6.814 4.657
H 1.313 -6.778 4.469
C 0.793 3.283 2.105
O -0.571 2.857 2.218
C -0.796 1.457 2.612
C -2.210 1.139 2.266
N -2.357 1.371 0.737
H -2.165 2.360 0.661
H -1.515 0.899 0.439
C -3.582 0.786 -0.019
C -4.911 1.464 0.306
O -5.188 1.172 1.668
C -6.384 1.657 2.205
H 0.750 4.205 1.525
H 1.510 2.612 1.633
H 1.354 3.479 3.019
H -0.613 1.541 3.683
H -0.073 0.789 2.143
H -3.002 1.760 2.685
H -2.195 0.060 2.421
H -3.625 -0.255 0.300
H -3.239 0.868 -1.050
H -5.536 0.935 -0.413
H -5.045 2.443 -0.154
H -7.175 1.098 1.704
H -6.541 2.694 1.911
H -6.520 1.644 3.287
C 3.164 -5.464 -0.329
O 2.711 -4.807 -1.532
C 3.580 -4.176 -2.376
C 2.808 -3.368 -3.410
N 1.651 -4.291 -4.031
H 1.977 -4.934 -4.738
H 1.357 -4.931 -3.307
C 0.539 -3.405 -4.624
C -0.822 -3.608 -3.816
O -1.101 -4.994 -3.707
C -2.319 -5.340 -3.015
H 2.356 -5.893 0.263
H 3.762 -4.718 0.194
H 3.792 -6.244 -0.759
H 4.263 -4.943 -2.742
H 4.213 -3.540 -1.757
H 3.396 -3.103 -4.289
H 2.267 -2.540 -2.952
H 0.411 -3.791 -5.636
H 0.762 -2.338 -4.617
H -1.676 -3.136 -4.302
H -0.719 -3.298 -2.776
H -2.216 -6.350 -2.619
H -3.284 -5.397 -3.518
H -2.392 -4.665 -2.162
C -5.089 -4.174 -0.170
O -5.494 -3.211 0.788
C -6.924 -2.926 0.967
C -7.065 -2.215 2.303
N -6.299 -2.926 3.450
H -5.415 -3.185 3.036
H -6.038 -2.218 4.121
C -6.982 -4.065 4.069
C -6.046 -4.786 5.053
O -5.098 -5.415 4.127
C -3.911 -5.860 4.713
H -5.609 -5.109 0.033
H -4.023 -4.296 0.026
H -5.474 -3.858 -1.140
H -7.430 -3.889 1.036
H -7.478 -2.339 0.233
H -8.032 -1.984 2.751
H -6.691 -1.198 2.186
H -7.432 -4.742 3.344
H -7.865 -3.638 4.545
H -6.428 -5.681 5.544
H -5.706 -3.998 5.725
H -3.419 -6.531 4.009
H -3.882 -6.389 5.666
H -3.082 -5.169 4.870
C -1.336 -2.464 0.266
F -1.895 -2.174 -0.948
F -2.140 -2.064 1.267
F -1.156 -3.777 0.323
S 0.315 -1.463 0.314
O 0.743 -1.411 1.724
O 1.172 -2.229 -0.593
N -0.370 0.071 -0.240
S 0.668 0.494 -1.335
O 1.948 0.770 -0.727
O 0.683 -0.395 -2.452
C -0.031 2.140 -1.951
F 0.762 2.648 -2.837
F -1.137 1.944 -2.599
F -0.174 2.943 -0.773
C -0.662 7.465 2.281
F -0.692 8.021 3.458
F 0.035 8.199 1.402
F -0.189 6.284 2.390
S -2.482 7.417 1.658
O -3.177 6.840 2.852
O -2.789 8.781 1.231
N -2.347 6.451 0.280
S -3.534 5.635 0.308
O -3.425 4.339 0.994
O -4.824 6.386 0.589
C -3.672 5.202 -1.497
F -4.775 4.479 -1.627
F -3.853 6.277 -2.330
F -2.580 4.438 -1.871
C -7.498 -1.139 7.605
F -8.366 -0.443 8.396
F -6.280 -1.173 8.262
F -8.038 -2.357 7.342
S -7.139 -0.216 5.971
O -8.326 -0.514 5.121
O -6.983 1.216 6.356
N -5.775 -1.130 5.452
S -4.599 -0.089 5.714
O -4.457 0.921 4.681
O -4.389 0.345 7.084
C -3.153 -1.258 5.227
F -3.337 -1.459 3.914
F -1.982 -0.666 5.457
F -3.250 -2.377 5.952
C -3.938 -1.542 -9.386
F -3.513 -0.706 -10.269
F -4.981 -0.971 -8.816
F -4.299 -2.591 -9.984
S -2.521 -2.004 -8.128
O -2.930 -3.071 -7.189
O -1.366 -2.423 -8.909
N -2.291 -0.459 -7.308
S -0.723 -0.206 -7.457
O 0.158 -1.282 -7.130
O -0.407 0.422 -8.708
C -0.275 1.166 -6.078
F -0.379 0.728 -4.830
F 0.996 1.559 -6.313
F -1.044 2.258 -6.268
C 4.594 0.711 -3.367
F 3.293 1.071 -3.303
F 5.292 1.169 -2.369
F 4.574 -0.664 -3.261
S 5.576 1.135 -4.961
O 4.606 1.287 -6.073
O 6.171 2.389 -4.559
N 6.763 -0.109 -5.081
S 6.052 -1.144 -6.006
O 4.654 -1.371 -5.724
O 6.491 -0.986 -7.421
C 6.655 -2.826 -5.257
F 7.846 -2.622 -4.599
F 5.854 -3.314 -4.250
F 6.708 -3.768 -6.236
```

HOMO	-10.207	eV
DFT total energy	-319598.338	eV
net charge	+2

# 3
Molecular formula: C5H11NO2
Method: DFT, ωB97M-V with the def2-TZVPD basis set

The geometry in XYZ format:
```
19
C5H11NO2 | the OMol25 dataset | ωB97M-V with the def2-TZVPD basis set
C -0.636 -2.215 -1.650
C -0.681 -0.835 -1.072
N 0.093 -0.554 0.059
C -0.461 -1.086 1.258
C 0.652 0.739 0.019
C 1.380 1.348 1.215
O 0.845 2.615 1.526
O -1.321 0.010 -1.713
H -0.282 -2.210 -2.742
H -1.664 -2.621 -1.808
H 0.047 -2.970 -1.305
H -0.644 -2.145 1.048
H 0.280 -1.098 2.123
H -1.390 -0.704 1.577
H 1.310 0.677 -0.844
H -0.210 1.535 -0.144
H 1.797 0.579 1.806
H 2.321 1.749 0.639
H 0.065 2.380 2.114
```

HOMO	-9.095	eV
DFT total energy	-10946.223	eV
SMILES	CC(=O)N(C)CCO
energy above the lowest of the compared OMol25 structures with the same formula, charge and spin	70.2	kcal/mol

Listing Kohn-Sham gap for the structures above in their given order: 12.55; 4.99; 9.77 eV.
Listing maximum force for the structures above in their given order: 1.7; 11.8; 6.5 eV/A.